{"formula": "C21H28N4O2", "method": "the ωB97M-V functional and the def2-TZVPD basis", "elements": ["C", "C", "C", "H", "H", "C", "N", "C", "N", "C", "C", "C", "C", "C", "C", "N", "C", "C", "C", "N", "C", "O", "O", "C", "C", "H", "H", "H", "H", "H", "H", "H", "H", "H", "H", "C", "H", "C", "C", "C", "H", "H", "H", "H", "H", "H", "H", "H", "H", "H", "H", "H", "H", "H", "H"], "coordinates": [[-5.52428, -2.15819, 0.40112], [-4.20283, -2.33840, -0.33715], [-3.68186, -1.00660, -0.87434], [-4.44706, -0.57886, -1.52422], [-3.52508, -0.30323, -0.05616], [-2.37966, -1.11779, -1.68330], [-1.15371, -0.99272, -0.91731], [-0.74089, 0.26592, -0.63226], [-1.58209, 1.24663, -0.82584], [-1.31823, 2.48419, -0.33754], [-2.22170, 3.53450, -0.53672], [-2.02056, 4.74189, 0.09193], [-0.92478, 4.93512, 0.93248], [-0.00971, 3.92366, 1.13259], [-0.19110, 2.70538, 0.48536], [0.73767, 1.69868, 0.54936], [0.61692, 0.54369, -0.14114], [1.75719, -0.20418, -0.43600], [1.77184, -1.20189, -1.42032], [1.84252, -1.96716, -2.27638], [3.04858, 0.13963, 0.13468], [3.25080, 1.06137, 0.91821], [4.02149, -0.68326, -0.26885], [5.32641, -0.42483, 0.24128], [6.26553, -1.48238, -0.30551], [7.27278, -1.30092, 0.05820], [6.26451, -1.45311, -1.39155], [5.94163, -2.46957, 0.01250], [5.63510, 0.58140, -0.06631], [5.29087, -0.44742, 1.33719], [1.66776, 1.87305, 0.94973], [0.85496, 4.06569, 1.76423], [-0.78618, 5.88692, 1.42211], [-2.72124, 5.54904, -0.05986], [-3.07370, 3.36296, -1.17467], [-0.72549, -2.13103, -0.12341], [-1.32593, -2.97910, -0.44929], [-0.89829, -1.90714, 1.38340], [-0.44655, -3.11607, 2.20296], [-1.36243, -4.32555, 2.05404], [-1.35352, -4.70409, 1.03533], [-2.38488, -4.06606, 2.32119], [-1.03299, -5.12623, 2.71182], [0.56821, -3.38949, 1.90549], [-0.41588, -2.82706, 3.25590], [-1.94170, -1.67776, 1.60901], [-0.30053, -1.04206, 1.68154], [0.31868, -2.37714, -0.32460], [-2.35805, -0.31445, -2.42121], [-2.34291, -2.07517, -2.20894], [-3.47811, -2.78706, 0.34193], [-4.34812, -3.02898, -1.17168], [-5.88792, -3.11266, 0.77482], [-5.40090, -1.48317, 1.24548], [-6.27850, -1.73949, -0.26130]], "forces_ev_per_angstrom": [[0.201, -0.161, -0.071], [-0.175, 0.292, 0.017], [0.202, -0.329, -0.027], [-0.061, 0.089, -0.013], [-0.068, 0.073, 0.006], [-0.323, 0.253, -0.180], [0.269, -0.077, -0.252], [-0.642, 0.488, -0.095], [0.178, -0.736, -0.179], [0.541, 0.629, 0.553], [0.184, -0.003, 0.121], [-0.087, 0.055, -0.066], [0.096, -0.035, 0.050], [0.006, 0.002, -0.014], [-0.810, 0.278, -0.417], [0.147, -0.530, 0.103], [0.533, 0.386, 0.045], [-0.057, 0.301, 0.567], [-0.031, -0.301, -0.674], [-0.033, -0.216, -0.111], [0.117, 0.070, 0.192], [0.026, -0.046, -0.062], [-0.317, -0.025, -0.124], [0.555, 0.210, 0.307], [-0.420, 0.193, 0.031], [0.099, 0.007, 0.029], [0.067, -0.027, -0.105], [0.031, -0.115, 0.023], [-0.060, -0.149, 0.090], [0.010, 0.048, -0.188], [-0.078, -0.107, -0.150], [0.088, 0.045, 0.076], [0.024, 0.067, 0.049], [-0.063, 0.059, -0.016], [-0.110, -0.048, -0.063], [0.227, -0.131, 0.526], [0.063, 0.011, -0.045], [0.135, -0.238, -0.089], [-0.184, 0.114, -0.026], [0.201, 0.127, 0.048], [-0.070, -0.101, -0.108], [-0.141, -0.012, 0.007], [-0.033, -0.131, 0.018], [0.091, 0.023, 0.068], [0.102, -0.011, -0.007], [-0.084, 0.077, 0.015], [-0.048, 0.042, 0.011], [-0.231, -0.160, 0.048], [-0.027, -0.190, -0.031], [0.037, 0.028, -0.005], [0.104, -0.100, -0.013], [0.084, -0.074, -0.007], [-0.111, -0.046, 0.074], [-0.035, 0.076, 0.105], [-0.118, 0.058, -0.041]], "lowdin_charge": [-0.111, -0.271, -0.189, 0.114, 0.106, -0.153, -0.054, -0.218, 0.193, -0.210, -0.013, -0.090, -0.089, -0.018, -0.163, 0.180, -0.070, -0.088, -0.239, 0.182, -0.438, 0.071, -0.001, -0.223, -0.060, 0.077, 0.080, 0.079, 0.129, 0.128, 0.132, 0.116, 0.102, 0.101, 0.112, -0.158, 0.118, -0.180, -0.252, -0.108, 0.068, 0.070, 0.069, 0.110, 0.106, 0.110, 0.107, 0.092, 0.116, 0.127, 0.077, 0.112, 0.068, 0.072, 0.071]}

---

{"formula": "C4H5O2P", "method": "the ωB97M-V functional and the def2-TZVPD basis", "elements": ["C", "C", "C", "C", "O", "O", "P", "H", "H", "H", "H", "H"], "coordinates": [[-0.93051, 0.12903, -0.30306], [-0.39007, -1.16534, 0.32222], [-0.23353, 1.38995, 0.05149], [2.23053, -0.08893, -0.09688], [0.56793, 1.31233, 0.96396], [2.89160, 0.69536, -0.62562], [1.36298, -1.55281, 0.41915], [-0.89596, -0.05330, -1.36367], [-1.97710, 0.22707, -0.01616], [-0.93021, -1.24767, 1.28401], [-0.89071, -1.93682, -0.23853], [-0.80494, 2.29116, -0.39691]], "forces_ev_per_angstrom": [[0.468, -1.161, -0.753], [-2.101, 1.387, 0.879], [-1.595, -0.631, 1.636], [-0.960, -1.436, -0.444], [-0.391, 2.031, -1.045], [-0.217, -0.434, 0.749], [2.404, 0.592, -0.423], [-0.247, 0.434, -0.802], [-0.179, 0.257, -0.123], [0.880, -0.012, 0.167], [0.263, -0.659, -0.451], [1.674, -0.366, 0.608]], "lowdin_charge": [-0.234, -0.525, -0.250, -0.477, -0.005, 0.114, 0.866, 0.107, 0.121, 0.078, 0.056, 0.150]}

---

The records above yield highest occupied orbital energy values of -0.281, -0.290 Eh, respectively.
The records above yield energy relative to the best compared isomer or geometry (same formula, charge and spin) values of 1.0683, 1.6507 eV, respectively.
The records above yield DFT total energy values of -32287.404, -17610.339 eV, respectively.